{"formula": "C4H12N2O", "method": "wB97M-V/def2-TZVPD", "gap_ev": 7.5, "e_lumo_ev": 0.93, "relative_energy_kcal_mol": 83.3, "smiles": "C/C(N)=C(\\C)O.N", "multiplicity": 1, "elements": ["C", "C", "N", "C", "C", "O", "H", "H", "H", "H", "H", "H", "H", "H", "H", "N", "H", "H", "H"], "xyz": [[1.50, 1.02, -0.57], [0.80, -0.04, 0.23], [1.60, -1.17, 0.60], [-0.59, -0.38, -0.07], [-1.29, 0.12, -1.31], [-0.92, -1.70, 0.19], [2.37, 1.39, -0.02], [0.86, 1.89, -0.77], [1.85, 0.66, -1.55], [1.88, -1.74, -0.20], [2.43, -0.91, 1.12], [-2.35, -0.16, -1.28], [-0.85, -0.32, -2.20], [-1.22, 1.21, -1.40], [-0.11, -2.05, 0.65], [-1.47, 0.57, 1.58], [-0.42, 0.76, 1.73], [-1.84, -0.14, 2.20], [-2.24, 1.00, 1.06]], "nbo_charge": [-0.63, -0.21, -0.88, 0.49, -0.67, -0.73, 0.20, 0.20, 0.18, 0.34, 0.37, 0.22, 0.23, 0.22, 0.50, -1.07, 0.45, 0.38, 0.41]}

---

{"formula": "C2H4N2O", "method": "wB97M-V/def2-TZVPD", "gap_ev": 10.9, "e_lumo_ev": 0.51, "relative_energy_kcal_mol": 81.8, "smiles": "COC1N=N1", "multiplicity": 1, "elements": ["C", "O", "C", "N", "N", "H", "H", "H", "H"], "xyz": [[0.52, 0.98, -0.38], [0.11, -0.30, -0.81], [-0.66, -0.89, 0.11], [-0.02, -2.08, 0.50], [0.02, -1.16, 1.33], [0.57, 1.13, 0.61], [-0.12, 1.78, -0.69], [1.44, 1.32, -0.73], [-1.86, -0.79, 0.05]], "nbo_charge": [-0.27, -0.51, 0.21, -0.06, -0.10, 0.18, 0.17, 0.19, 0.17]}

---

{"formula": "C26H24BF4FeIN8", "method": "wB97M-V/def2-TZVPD", "gap_ev": [8.7, 6.4], "e_lumo_ev": [-2.37, -5.11], "total_charge": 1, "multiplicity": 6, "elements": ["Fe", "I", "C", "C", "N", "N", "C", "H", "H", "H", "C", "C", "C", "C", "C", "C", "N", "C", "C", "C", "C", "C", "C", "H", "H", "H", "H", "H", "H", "H", "H", "H", "H", "F", "B", "F", "F", "F", "C", "C", "N", "C", "C", "N", "C", "N", "N", "N", "C", "C", "C", "C", "C", "C", "H", "H", "H", "H", "H", "H", "H", "H", "H", "H", "H"], "xyz": [[-0.04, 0.16, -0.31], [-2.01, -5.22, -2.93], [-2.09, -3.43, -1.88], [-3.11, -3.00, -1.06], [-2.73, -1.80, -0.58], [-1.53, -1.43, -1.05], [-1.12, -2.42, -1.85], [-4.05, -3.45, -0.81], [-3.23, -1.19, 0.04], [-0.18, -2.38, -2.36], [-0.17, 5.45, -1.12], [-0.30, 4.24, -1.80], [0.13, 3.07, -1.23], [0.74, 3.07, 0.05], [0.82, 4.29, 0.74], [0.37, 5.46, 0.16], [1.14, 1.86, 0.58], [2.14, 1.71, 1.48], [3.18, 2.65, 1.67], [4.13, 2.45, 2.64], [4.09, 1.32, 3.45], [3.12, 0.34, 3.22], [2.18, 0.51, 2.23], [-0.51, 6.37, -1.58], [-0.74, 4.23, -2.79], [0.07, 2.14, -1.79], [1.19, 4.30, 1.76], [0.44, 6.39, 0.71], [3.24, 3.51, 1.01], [4.92, 3.18, 2.78], [4.82, 1.18, 4.23], [3.13, -0.57, 3.81], [1.44, -0.26, 2.03], [2.81, 0.51, -1.46], [2.05, -0.55, -1.87], [1.56, -1.23, -0.63], [0.78, -0.03, -2.37], [2.60, -1.44, -2.71], [-1.50, 2.04, 2.67], [-1.25, 0.57, 2.73], [-1.10, -0.23, 1.69], [-0.92, -1.51, 2.19], [-0.98, -1.46, 3.54], [-1.18, -0.14, 3.88], [-1.31, 0.37, 5.23], [-2.58, 0.97, 5.46], [-2.66, 2.29, 5.77], [-3.87, 2.62, 5.96], [-4.67, 1.51, 5.77], [-6.05, 1.33, 5.89], [-6.54, 0.07, 5.63], [-5.71, -0.98, 5.24], [-4.34, -0.84, 5.13], [-3.84, 0.43, 5.43], [-1.40, 2.37, 1.64], [-0.80, 2.58, 3.30], [-2.51, 2.28, 3.01], [-0.76, -2.35, 1.54], [-0.88, -2.23, 4.29], [-0.57, 1.15, 5.42], [-1.14, -0.46, 5.91], [-6.68, 2.16, 6.19], [-7.60, -0.11, 5.74], [-6.16, -1.94, 5.01], [-3.70, -1.66, 4.84]], "mulliken_spin": [3.83, 0.00, 0.00, 0.00, 0.00, 0.03, 0.01, 0.00, 0.00, 0.00, 0.13, -0.05, 0.11, -0.05, 0.14, -0.06, 0.43, -0.01, 0.18, -0.07, 0.18, -0.08, 0.15, 0.01, 0.00, 0.00, 0.00, 0.00, 0.00, 0.00, 0.01, 0.00, 0.01, 0.00, 0.00, 0.03, 0.02, 0.00, 0.00, -0.01, 0.04, 0.00, 0.00, 0.00, 0.00, 0.00, 0.00, 0.00, 0.00, 0.00, 0.00, 0.00, 0.00, 0.00, 0.00, 0.00, 0.00, 0.00, 0.00, 0.00, 0.00, 0.00, 0.00, 0.00, 0.00]}

---

{"formula": "C22H30FeNOSbSe4Si", "method": "wB97M-V/def2-TZVPD", "gap_ev": [5.3, 5.5], "e_lumo_ev": [4.25, 4.20], "relative_energy_kcal_mol": 0.0, "total_charge": -2, "multiplicity": 5, "elements": ["Fe", "Se", "Sb", "Se", "Se", "Se", "C", "Si", "C", "N", "C", "C", "C", "C", "C", "C", "C", "C", "C", "C", "C", "C", "C", "C", "C", "C", "C", "H", "H", "H", "H", "H", "H", "H", "H", "H", "H", "H", "H", "H", "H", "H", "H", "H", "H", "H", "H", "H", "H", "H", "H", "C", "C", "C", "O", "H", "H", "H", "H", "H", "H"], "xyz": [[1.03, -0.19, 2.15], [-2.32, -0.28, 5.07], [-0.07, -0.55, 4.26], [2.01, 1.67, 3.02], [-0.17, -2.17, 1.97], [1.29, -1.57, 5.99], [1.34, -1.04, -0.33], [0.05, -0.35, -1.34], [-0.29, 1.39, -0.74], [-0.72, 1.56, 0.65], [-2.10, 1.07, 0.83], [-2.81, 1.82, 1.94], [-3.04, 3.28, 1.51], [-1.86, 3.77, 0.66], [-0.61, 2.98, 1.04], [0.58, -0.06, -3.17], [1.45, 0.99, -3.50], [1.87, 1.22, -4.81], [1.43, 0.39, -5.84], [0.58, -0.66, -5.54], [0.16, -0.88, -4.23], [-1.49, -1.41, -1.55], [-1.48, -2.78, -1.29], [-2.59, -3.58, -1.53], [-3.75, -3.01, -2.04], [-3.79, -1.65, -2.31], [-2.67, -0.86, -2.08], [2.06, -0.31, 0.06], [1.82, -1.99, -0.52], [-0.97, 1.93, -1.43], [0.69, 1.87, -0.84], [-2.08, 0.00, 1.01], [-2.67, 1.23, -0.11], [-2.20, 1.78, 2.84], [-3.74, 1.31, 2.19], [-3.16, 3.91, 2.40], [-3.98, 3.36, 0.94], [-1.67, 4.84, 0.81], [-2.07, 3.64, -0.41], [-0.44, 3.03, 2.12], [0.29, 3.38, 0.59], [1.82, 1.65, -2.72], [2.54, 2.05, -5.03], [1.75, 0.57, -6.86], [0.23, -1.32, -6.33], [-0.51, -1.70, -4.02], [-0.59, -3.23, -0.85], [-2.56, -4.64, -1.32], [-4.63, -3.62, -2.21], [-4.70, -1.19, -2.70], [-2.71, 0.19, -2.32], [5.05, -0.41, 3.30], [4.08, -1.57, 3.21], [4.34, -2.80, 4.06], [3.08, -1.49, 2.54], [6.03, -0.72, 3.67], [4.59, 0.31, 3.98], [5.12, 0.08, 2.33], [5.40, -3.05, 4.12], [3.76, -3.64, 3.67], [3.95, -2.57, 5.05]], "mulliken_spin": [3.17, -0.03, -0.03, 0.00, 0.36, -0.02, 0.68, -0.24, -0.01, 0.00, 0.00, 0.00, 0.00, 0.00, 0.00, 0.04, 0.00, 0.01, 0.00, 0.00, 0.00, -0.01, 0.00, 0.01, 0.00, 0.00, 0.01, 0.01, 0.03, 0.00, 0.02, 0.00, 0.00, 0.00, 0.00, 0.00, 0.00, 0.00, 0.00, 0.01, 0.00, 0.00, 0.00, 0.00, 0.00, 0.00, -0.01, 0.00, 0.00, 0.00, 0.00, 0.00, 0.00, 0.00, -0.02, 0.00, 0.00, 0.00, 0.00, 0.00, 0.00]}

---

{"formula": "C30H28N2ORuS4", "method": "wB97M-V/def2-TZVPD", "gap_ev": [7.4, 5.5], "e_lumo_ev": [-2.61, -4.13], "relative_energy_kcal_mol": 0.0, "total_charge": 1, "multiplicity": 2, "elements": ["Ru", "S", "C", "C", "C", "C", "C", "C", "S", "C", "C", "C", "C", "C", "C", "C", "S", "C", "C", "C", "C", "C", "C", "S", "N", "H", "H", "H", "H", "H", "H", "H", "H", "H", "H", "H", "H", "H", "H", "H", "C", "C", "C", "O", "C", "H", "H", "H", "H", "H", "H", "H", "H", "N", "C", "C", "C", "C", "C", "C", "C", "H", "H", "H", "H", "H"], "xyz": [[0.93, 0.52, -1.56], [-0.62, 0.98, -3.14], [-1.16, -0.68, -3.48], [-2.44, -0.92, -3.96], [-2.88, -2.22, -4.18], [-2.04, -3.30, -3.95], [-0.75, -3.08, -3.51], [-0.32, -1.78, -3.27], [1.36, -1.40, -2.77], [1.68, -2.46, -1.30], [2.33, -1.68, -0.18], [2.95, -2.33, 0.87], [3.50, -1.57, 1.89], [3.42, -0.19, 1.84], [2.80, 0.41, 0.76], [2.71, 1.90, 0.58], [1.09, 2.42, -0.15], [1.65, 3.68, -1.28], [1.38, 5.01, -1.02], [1.86, 5.98, -1.89], [2.61, 5.60, -2.99], [2.87, 4.27, -3.25], [2.38, 3.27, -2.41], [2.69, 1.57, -2.73], [2.28, -0.34, -0.22], [-3.10, -0.08, -4.14], [-3.89, -2.39, -4.53], [-2.39, -4.31, -4.12], [-0.07, -3.91, -3.36], [2.32, -3.29, -1.59], [0.72, -2.86, -0.97], [3.00, -3.41, 0.89], [3.98, -2.06, 2.73], [3.84, 0.43, 2.63], [3.46, 2.21, -0.16], [2.88, 2.43, 1.52], [0.80, 5.28, -0.15], [1.65, 7.03, -1.70], [2.98, 6.35, -3.67], [3.44, 3.98, -4.13], [-1.05, -0.55, 3.69], [-1.01, 0.95, 3.96], [-0.39, 1.50, 2.68], [0.42, 0.44, 2.14], [0.24, -0.74, 2.92], [-1.91, -0.81, 3.06], [-1.09, -1.15, 4.59], [-0.38, 1.17, 4.82], [-2.00, 1.38, 4.15], [0.25, 2.37, 2.86], [-1.14, 1.78, 1.94], [1.10, -0.86, 3.60], [0.23, -1.60, 2.24], [-0.57, -0.46, -0.47], [-1.43, -0.91, 0.14], [-2.53, -1.41, 0.91], [-2.43, -2.67, 1.50], [-3.48, -3.14, 2.27], [-4.62, -2.36, 2.44], [-4.72, -1.11, 1.83], [-3.67, -0.63, 1.06], [-1.53, -3.26, 1.37], [-3.41, -4.11, 2.74], [-5.44, -2.73, 3.04], [-5.61, -0.51, 1.96], [-3.73, 0.34, 0.59]], "mulliken_spin": [0.64, 0.28, -0.01, 0.03, -0.01, 0.03, -0.01, 0.02, 0.01, 0.00, 0.02, -0.01, 0.01, -0.01, 0.02, -0.02, -0.01, 0.01, 0.00, 0.01, 0.00, 0.01, -0.01, 0.07, -0.01, 0.00, 0.00, 0.00, 0.00, 0.00, 0.00, 0.00, 0.00, 0.00, 0.00, 0.00, 0.00, 0.00, 0.00, 0.00, 0.00, 0.00, 0.00, 0.00, 0.00, 0.00, 0.00, 0.00, 0.00, 0.00, 0.00, 0.00, 0.00, -0.01, -0.01, 0.00, 0.00, 0.00, 0.00, 0.00, 0.00, 0.00, 0.00, 0.00, 0.00, 0.00]}

---

{"formula": "C41H62N4O12S", "method": "wB97M-V/def2-TZVPD", "gap_ev": 6.9, "e_lumo_ev": -1.27, "smiles": "C#CCc1c(-c2ccncc2)c(COCCC)c(CCC(N)=O)c2nsnc12.CCOC(C)=O.CCOC(C)=O.CCOC(C)=O.CCOC(C)=O.CCOC(C)=O", "multiplicity": 1, "elements": ["C", "C", "C", "C", "C", "C", "C", "C", "N", "C", "C", "C", "C", "O", "C", "C", "C", "C", "C", "C", "C", "N", "O", "C", "N", "S", "N", "C", "H", "H", "H", "H", "H", "H", "H", "H", "H", "H", "H", "H", "H", "H", "H", "H", "H", "H", "H", "H", "H", "H", "C", "C", "O", "C", "C", "O", "H", "H", "H", "H", "H", "H", "H", "H", "C", "C", "O", "C", "C", "O", "H", "H", "H", "H", "H", "H", "H", "H", "C", "C", "O", "C", "C", "O", "H", "H", "H", "H", "H", "H", "H", "H", "C", "C", "O", "C", "C", "O", "H", "H", "H", "H", "H", "H", "H", "H", "C", "C", "O", "C", "C", "O", "H", "H", "H", "H", "H", "H", "H", "H"], "xyz": [[1.55, -2.44, -1.32], [1.53, -1.16, -1.68], [1.46, 0.43, -2.01], [0.35, 1.05, -0.99], [-1.18, 0.85, -1.29], [-1.77, 0.10, -2.59], [-1.88, -1.45, -2.79], [-2.51, -2.00, -4.08], [-3.02, -1.35, -5.26], [-2.85, 0.07, -5.05], [-2.31, 0.87, -3.85], [-2.22, 1.45, -0.21], [-3.79, 1.17, -0.54], [-3.97, -0.27, -0.35], [-5.38, -0.61, -0.16], [-5.69, -1.83, -1.21], [-6.20, -1.14, -2.58], [-1.74, 2.23, 1.10], [-2.94, 2.77, 2.06], [-3.51, 4.12, 1.30], [-5.11, 4.24, 1.33], [-5.94, 4.09, 0.09], [-5.77, 4.51, 2.41], [-0.18, 2.46, 1.44], [0.40, 3.15, 2.60], [2.08, 2.97, 2.25], [2.19, 2.07, 0.80], [0.81, 1.81, 0.33], [1.46, -3.37, -0.64], [2.48, 0.95, -1.85], [1.10, 0.59, -3.08], [-1.50, -2.16, -1.97], [-2.59, -3.17, -4.13], [-3.20, 0.71, -5.96], [-2.29, 2.02, -3.87], [-4.51, 1.81, 0.09], [-4.00, 1.38, -1.67], [-5.47, -1.00, 0.94], [-6.03, 0.32, -0.35], [-4.67, -2.35, -1.44], [-6.40, -2.62, -0.78], [-7.14, -0.51, -2.33], [-6.39, -1.93, -3.40], [-5.38, -0.42, -3.00], [-3.82, 2.02, 2.07], [-2.58, 3.06, 3.11], [-3.21, 4.01, 0.17], [-3.01, 5.08, 1.75], [-6.15, 5.05, -0.28], [-5.30, 3.68, -0.64], [0.05, 1.70, 7.96], [-0.57, 0.35, 7.63], [-1.64, 0.49, 6.68], [-1.46, 0.53, 5.35], [-0.08, 0.72, 4.80], [-2.42, 0.48, 4.61], [0.50, 2.16, 7.08], [0.82, 1.59, 8.73], [-0.72, 2.39, 8.33], [0.17, -0.38, 7.29], [-1.02, -0.06, 8.54], [0.10, 1.78, 4.63], [0.00, 0.19, 3.85], [0.71, 0.32, 5.44], [5.59, 6.28, -1.16], [4.51, 5.44, -0.51], [4.06, 4.40, -1.39], [4.66, 3.20, -1.51], [6.03, 3.00, -0.92], [4.13, 2.31, -2.15], [6.48, 5.69, -1.39], [5.88, 7.10, -0.51], [5.23, 6.69, -2.11], [4.81, 5.03, 0.46], [3.63, 6.07, -0.32], [6.78, 3.20, -1.69], [6.12, 1.96, -0.60], [6.22, 3.61, -0.04], [2.96, 2.89, -5.51], [2.10, 1.68, -5.83], [1.63, 1.73, -7.19], [2.33, 1.28, -8.25], [3.78, 0.97, -8.08], [1.80, 1.20, -9.34], [3.86, 2.92, -6.12], [3.26, 2.87, -4.46], [2.41, 3.81, -5.70], [2.60, 0.74, -5.62], [1.20, 1.70, -5.20], [4.37, 1.85, -8.34], [4.04, 0.15, -8.75], [4.05, 0.63, -7.08], [-2.02, -8.28, -3.41], [-2.22, -6.84, -3.84], [-1.25, -5.98, -3.23], [-0.01, -5.76, -3.72], [0.52, -6.66, -4.80], [0.69, -4.90, -3.23], [-1.05, -8.66, -3.73], [-2.80, -8.92, -3.84], [-2.06, -8.36, -2.32], [-2.22, -6.72, -4.93], [-3.20, -6.49, -3.50], [1.08, -7.48, -4.35], [1.18, -6.07, -5.44], [-0.26, -7.06, -5.45], [2.40, -4.79, 8.69], [3.37, -3.97, 7.86], [2.77, -2.72, 7.45], [2.76, -1.61, 8.21], [3.12, -1.70, 9.66], [2.39, -0.55, 7.73], [2.13, -4.28, 9.61], [2.84, -5.76, 8.94], [1.47, -4.96, 8.14], [4.32, -3.80, 8.37], [3.60, -4.51, 6.94], [2.22, -1.84, 10.25], [3.61, -0.77, 9.96], [3.84, -2.49, 9.88]], "mulliken_charge": [-0.47, -0.25, 0.81, 0.15, -0.37, 0.86, -0.22, -0.33, -0.52, -0.32, -0.45, 0.11, -0.76, -0.30, -0.46, -0.20, -0.78, 0.41, -0.92, -0.30, 0.38, -0.53, -0.57, 0.64, -0.67, 0.12, -0.45, 0.08, 0.30, -0.04, -0.30, 0.41, 0.25, 0.30, 0.37, 0.54, 0.12, 0.22, 0.26, 0.10, 0.34, 0.32, 0.32, 0.01, 0.31, 0.42, 0.16, 0.41, 0.32, 0.25, -0.97, -0.36, -0.39, 0.59, -0.55, -0.55, 0.21, 0.31, 0.37, 0.37, 0.29, 0.14, 0.29, 0.26, -1.08, -0.33, -0.36, 0.95, -1.23, -0.66, 0.28, 0.37, 0.30, 0.31, 0.34, 0.28, 0.33, 0.39, -0.49, -0.18, -0.39, 0.69, -0.85, -0.58, 0.28, -0.07, 0.32, 0.40, 0.05, 0.24, 0.30, 0.31, -1.11, -0.39, -0.35, 0.78, -1.03, -0.54, 0.27, 0.37, 0.32, 0.41, 0.35, 0.27, 0.31, 0.36, -0.97, -0.41, -0.36, 0.84, -1.10, -0.55, 0.27, 0.36, 0.30, 0.37, 0.31, 0.24, 0.34, 0.36]}

---

{"formula": "C8H14N", "method": "wB97M-V/def2-TZVPD", "gap_ev": 9.9, "e_lumo_ev": -4.00, "relative_energy_kcal_mol": 43.7, "total_charge": 1, "smiles": "C=[N+]=C(C)[C@]1(C)C[C@H]1C", "multiplicity": 1, "elements": ["C", "N", "C", "C", "C", "C", "C", "C", "C", "H", "H", "H", "H", "H", "H", "H", "H", "H", "H", "H", "H", "H", "H"], "xyz": [[-2.92, 1.45, 0.09], [-2.09, 0.54, -0.03], [-1.16, -0.39, -0.05], [-1.42, -1.78, -0.58], [0.25, -0.23, 0.32], [1.01, -1.54, 0.39], [0.78, 0.93, 1.22], [0.94, 1.07, -0.26], [2.35, 0.95, -0.80], [-2.99, 2.05, -0.83], [-3.60, 1.73, 0.90], [-1.29, -2.37, 0.31], [-0.83, -1.85, -1.37], [-2.50, -1.82, -0.84], [0.76, -1.99, 1.48], [2.13, -1.27, 0.37], [0.82, -2.17, -0.49], [1.63, 0.72, 1.72], [0.04, 1.42, 1.86], [0.14, 1.63, -0.60], [2.42, 1.90, -1.36], [2.38, 0.14, -1.43], [3.15, 0.87, -0.02]], "nbo_charge": [0.08, -0.31, 0.46, -0.63, -0.16, -0.62, -0.35, -0.14, -0.62, 0.21, 0.24, 0.26, 0.24, 0.24, 0.24, 0.24, 0.23, 0.22, 0.23, 0.22, 0.25, 0.22, 0.23]}

---

{"formula": "C2H8N4", "method": "wB97M-V/def2-TZVPD", "gap_ev": 8.9, "e_lumo_ev": 1.21, "relative_energy_kcal_mol": 90.3, "smiles": "NN1NCCN1", "multiplicity": 1, "elements": ["N", "N", "N", "C", "C", "N", "H", "H", "H", "H", "H", "H", "H", "H"], "xyz": [[0.95, 1.28, 1.36], [0.68, -0.22, 0.81], [1.06, -0.30, -0.52], [-0.09, -0.58, -1.31], [-1.27, -0.13, -0.40], [-0.66, -0.44, 0.86], [1.71, 1.68, 0.84], [1.24, 0.99, 2.30], [1.89, -0.97, -0.63], [-0.27, -1.63, -1.50], [-0.30, 0.05, -2.21], [-1.65, 0.93, -0.75], [-2.19, -0.74, -0.56], [-1.08, 0.06, 1.69]], "nbo_charge": [-0.76, 0.00, -0.49, -0.26, -0.24, -0.48, 0.35, 0.35, 0.38, 0.19, 0.20, 0.17, 0.20, 0.39]}

---

| no. | E (eV) |
| --- | --- |
| 1 | -9367.5799 |
| 2 | -7162.9310 |
| 3 | -93306.9632 |
| 4 | -337027.9226 |
| 5 | -82512.0012 |
| 6 | -84873.1111 |
| 7 | -10003.1817 |
| 8 | -8160.3350 |